No. 1
{
  "formula": "C33H51BN10S3V",
  "method": "ωB97M-V with the def2-TZVPD basis set",
  "species": ["V", "C", "C", "C", "C", "N", "N", "B", "N", "N", "C", "C", "C", "C", "C", "S", "C", "C", "C", "C", "N", "N", "C", "C", "C", "C", "C", "S", "C", "C", "C", "C", "C", "S", "C", "C", "C", "C", "H", "H", "H", "H", "H", "H", "H", "H", "H", "H", "H", "H", "H", "H", "H", "H", "H", "H", "H", "H", "H", "H", "H", "H", "H", "H", "H", "H", "H", "H", "H", "H", "H", "H", "H", "H", "H", "H", "H", "C", "N", "C", "N", "C", "N", "C", "N", "C", "C", "H", "H", "H", "H", "H", "H", "H", "H", "H", "H", "H", "H"],
  "positions_angstrom": [[-0.16, 2.32, 1.52], [-4.98, 0.73, 1.10], [-3.76, 0.00, 0.63], [-3.77, -1.33, 0.32], [-2.58, -1.95, -0.12], [-1.45, -1.30, -0.19], [-1.41, 0.00, 0.14], [-0.06, 0.74, 0.01], [1.23, -0.11, 0.06], [1.33, -1.26, -0.64], [2.47, -1.87, -0.71], [3.62, -1.37, -0.03], [3.56, -0.21, 0.66], [4.74, 0.39, 1.35], [2.29, 0.45, 0.69], [2.15, 1.95, 1.47], [2.63, -3.14, -1.53], [1.37, -3.44, -2.34], [2.91, -4.30, -0.57], [3.81, -2.96, -2.50], [0.00, 1.78, -1.15], [0.04, 1.00, -2.24], [0.13, 1.52, -3.43], [0.13, 2.93, -3.59], [0.11, 3.75, -2.49], [0.13, 5.23, -2.60], [0.07, 3.13, -1.20], [0.13, 4.13, 0.18], [0.23, 0.54, -4.58], [1.50, -0.30, -4.36], [0.31, 1.24, -5.93], [-1.01, -0.38, -4.55], [-2.52, 0.68, 0.54], [-2.42, 2.33, 0.95], [-2.55, -3.41, -0.54], [-2.07, -3.47, -2.00], [-3.93, -4.07, -0.46], [-1.59, -4.16, 0.40], [-5.84, 0.06, 1.12], [-5.21, 1.57, 0.45], [-4.83, 1.13, 2.10], [-4.68, -1.90, 0.42], [4.55, -1.92, -0.07], [5.61, -0.24, 1.25], [4.52, 0.54, 2.42], [4.96, 1.38, 0.94], [0.54, -3.65, -1.68], [1.55, -4.32, -2.96], [1.11, -2.61, -2.99], [2.09, -4.42, 0.15], [3.84, -4.15, -0.01], [3.01, -5.23, -1.13], [3.66, -2.09, -3.15], [3.88, -3.85, -3.14], [4.76, -2.85, -1.99], [0.15, 3.37, -4.58], [0.15, 5.55, -3.64], [1.01, 5.64, -2.09], [-0.75, 5.66, -2.12], [2.39, 0.34, -4.38], [1.60, -1.04, -5.15], [1.46, -0.81, -3.40], [1.18, 1.90, -6.00], [-0.59, 1.83, -6.14], [0.40, 0.50, -6.72], [-1.07, -0.90, -3.59], [-0.95, -1.11, -5.35], [-1.92, 0.21, -4.68], [-2.85, -3.12, -2.67], [-1.83, -4.50, -2.28], [-1.19, -2.85, -2.15], [-4.66, -3.55, -1.08], [-4.30, -4.13, 0.56], [-3.85, -5.09, -0.84], [-0.63, -3.64, 0.47], [-1.42, -5.17, 0.04], [-2.02, -4.22, 1.40], [0.15, 1.06, 3.98], [-0.20, 2.44, 3.49], [0.80, 3.40, 4.12], [0.78, 3.30, 5.56], [1.12, 1.93, 5.96], [0.14, 0.98, 5.42], [-1.19, 1.34, 5.92], [-1.54, 2.70, 5.52], [-1.55, 2.78, 4.09], [-0.55, 3.63, 6.07], [1.15, 0.81, 3.63], [-0.58, 0.35, 3.57], [0.53, 4.42, 3.82], [1.79, 3.17, 3.75], [1.12, 1.86, 7.04], [2.11, 1.68, 5.59], [-1.19, 1.27, 7.01], [-1.93, 0.64, 5.53], [-1.81, 3.80, 3.78], [-2.29, 2.09, 3.69], [-0.55, 3.55, 7.15], [-0.81, 4.65, 5.79]],
  "gap_ev": [7.20, 6.08],
  "spin_multiplicity": 4,
  "lumo_energy_ha": [-0.231, -0.286],
  "total_charge": 2
}


No. 2
{
  "formula": "C33H51F3N2O10P2S",
  "method": "ωB97M-V with the def2-TZVPD basis set",
  "species": ["C", "C", "C", "C", "C", "C", "C", "C", "C", "F", "C", "C", "C", "C", "S", "C", "C", "C", "C", "C", "C", "N", "N", "C", "O", "F", "C", "O", "F", "H", "H", "H", "H", "H", "H", "H", "H", "H", "H", "H", "H", "H", "H", "H", "H", "H", "H", "H", "H", "H", "O", "P", "O", "C", "C", "O", "C", "C", "O", "C", "C", "H", "H", "H", "H", "H", "H", "H", "H", "H", "H", "H", "H", "H", "H", "H", "O", "P", "O", "C", "C", "O", "C", "C", "O", "C", "C", "H", "H", "H", "H", "H", "H", "H", "H", "H", "H", "H", "H", "H", "H", "H"],
  "positions_angstrom": [[6.39, -0.71, -2.67], [5.48, 0.07, -1.51], [4.37, -0.90, -0.80], [4.88, 1.47, -2.13], [3.26, 1.46, -2.39], [2.61, 1.11, -3.85], [3.50, 0.71, -5.21], [2.86, -0.74, -5.72], [2.79, -1.89, -4.55], [2.24, -3.13, -5.20], [0.96, 1.12, -4.10], [0.02, 1.47, -2.79], [0.62, 1.81, -1.27], [2.25, 1.80, -1.10], [2.95, 2.17, 0.64], [1.59, 3.18, 1.44], [1.94, 4.24, 2.69], [0.78, 5.16, 3.44], [-0.76, 4.98, 2.88], [-1.11, 3.93, 1.64], [0.06, 3.00, 0.89], [-0.41, 2.05, -0.19], [-0.98, 0.89, 0.30], [-0.01, -0.27, 0.35], [0.84, -0.35, 1.41], [0.13, -1.34, -0.67], [-2.26, 0.53, -0.44], [-3.06, 1.48, -1.00], [-2.77, -0.88, -0.58], [7.06, 0.11, -3.22], [5.69, -1.28, -3.42], [7.07, -1.55, -2.16], [6.26, 0.39, -0.67], [3.44, -1.17, -1.48], [4.92, -1.94, -0.58], [4.00, -0.52, 0.27], [5.20, 2.41, -1.48], [5.39, 1.63, -3.20], [3.26, 1.50, -6.05], [4.64, 0.62, -4.99], [3.56, -1.15, -6.57], [1.79, -0.58, -6.21], [3.83, -2.20, -4.11], [2.08, -1.63, -3.65], [0.50, 0.85, -5.17], [-1.16, 1.45, -2.98], [3.05, 4.34, 3.10], [1.00, 5.90, 4.34], [-1.59, 5.63, 3.43], [-2.25, 3.88, 1.33], [-0.22, -9.49, -3.40], [0.65, -8.38, -4.04], [0.72, -9.09, -5.54], [-0.48, -9.26, -6.28], [-0.87, -7.99, -6.99], [2.10, -8.96, -3.48], [2.14, -9.76, -2.30], [2.06, -11.24, -2.65], [1.62, -7.14, -4.76], [1.05, -5.86, -5.00], [0.04, -5.42, -3.96], [-1.29, -9.62, -5.64], [-0.29, -10.04, -7.02], [-1.19, -7.23, -6.26], [-1.69, -8.16, -7.68], [-0.02, -7.57, -7.54], [1.35, -9.47, -1.60], [3.10, -9.57, -1.80], [1.25, -11.46, -3.35], [1.91, -11.84, -1.75], [2.99, -11.57, -3.13], [0.61, -5.86, -6.00], [1.87, -5.14, -5.02], [-0.81, -6.11, -3.91], [-0.34, -4.43, -4.19], [0.50, -5.40, -2.96], [-5.78, 7.37, 8.46], [-5.10, 6.67, 7.26], [-3.62, 6.54, 7.99], [-3.48, 5.75, 9.15], [-3.36, 4.28, 8.80], [-4.79, 8.08, 6.41], [-5.59, 9.23, 6.63], [-4.97, 10.13, 7.69], [-4.35, 5.89, 5.91], [-4.70, 4.56, 5.60], [-6.16, 4.23, 5.85], [-4.32, 5.91, 9.84], [-2.57, 6.07, 9.66], [-4.31, 3.90, 8.41], [-3.09, 3.69, 9.68], [-2.60, 4.13, 8.03], [-6.62, 8.95, 6.88], [-5.64, 9.78, 5.68], [-4.69, 9.57, 8.59], [-5.67, 10.92, 7.98], [-4.06, 10.59, 7.31], [-4.05, 3.88, 6.14], [-4.49, 4.41, 4.54], [-6.42, 4.34, 6.90], [-6.37, 3.19, 5.56], [-6.82, 4.89, 5.27]],
  "gap_ev": 6.56,
  "spin_multiplicity": 1,
  "lumo_energy_ha": -0.066,
  "total_charge": 0,
  "smiles": "CC(C)Cc1c(CCCF)ccc2c1Sc1ccccc1N2N(C(=O)F)C(=O)F.CCOP(=O)(OCC)OCC.CCOP(=O)(OCC)OCC"
}


Number 1: E -108807.498 eV. Number 2: E -96042.301 eV.